{
  "formula": "C4H6Cl2Si",
  "method": "ωB97M-V with the def2-TZVPD basis set",
  "orbital_gap_ha": 0.38052,
  "e_homo_ev": -9.76,
  "e_above_lowest_kcal_mol": 21.2,
  "species": ["Cl", "Si", "Cl", "C", "C", "C", "C", "H", "H", "H", "H", "H", "H"],
  "coordinates": [[-2.52671, 1.12020, -1.53248], [-1.26656, 0.04906, -0.09042], [-2.41141, -1.37561, 1.10686], [-0.03693, -1.06706, -0.86408], [1.23964, -0.33112, -0.51122], [1.22509, 0.55644, 0.49140], [-0.06811, 1.04690, 0.92567], [-0.05412, -1.94819, -0.32133], [0.00963, -1.48610, -1.87228], [2.16558, -0.77446, -0.77213], [2.11238, 1.15601, 0.67485], [-0.15457, 2.10207, 0.74221], [-0.23391, 0.95187, 2.02295]],
  "nbo_charge": [-0.382, 1.595, -0.406, -0.979, -0.164, -0.194, -0.947, 0.262, 0.267, 0.208, 0.216, 0.258, 0.265]
}

{
  "formula": "C4H6Cl2Si",
  "method": "ωB97M-V with the def2-TZVPD basis set",
  "orbital_gap_ha": 0.30633,
  "e_homo_ev": -8.07,
  "e_above_lowest_kcal_mol": 109.6,
  "species": ["C", "C", "C", "C", "Si", "Cl", "Cl", "H", "H", "H", "H", "H", "H"],
  "coordinates": [[0.52050, 1.02823, -0.03109], [1.40023, 0.19419, -0.46804], [-0.95123, 0.76930, 0.10969], [1.13682, -1.31221, -0.72758], [-1.25783, -1.04391, 0.50529], [2.11292, -2.41462, 0.20222], [-2.91996, -1.90221, -0.21318], [0.92942, 1.98710, 0.06796], [2.33451, 0.61754, -0.53081], [-1.48489, 1.34798, 0.86692], [-1.70674, 1.02717, -0.73668], [1.08054, -1.58561, -1.74571], [-1.30831, -1.61427, 1.80236]],
  "nbo_charge": [-0.192, -0.206, -0.941, -0.444, 1.245, -0.038, -0.368, 0.209, 0.201, 0.249, 0.268, 0.203, -0.187]
}

{
  "formula": "C4H6Cl4Si2",
  "method": "ωB97M-V with the def2-TZVPD basis set",
  "orbital_gap_ha": 0.38431,
  "e_homo_ev": -9.87,
  "species": ["C", "C", "Si", "Cl", "C", "C", "Si", "Cl", "Cl", "Cl", "H", "H", "H", "H", "H", "H"],
  "coordinates": [[-1.57786, -0.21037, 1.71112], [-0.68880, 0.78365, 1.78681], [0.35080, 0.93651, 0.07823], [0.80047, 2.90359, -0.25261], [-0.72566, 0.41822, -1.49190], [-1.00192, -0.81101, -1.89991], [2.25839, -0.42354, 0.10245], [1.75906, -2.31868, 0.55792], [3.10430, -0.70506, -1.69093], [3.60395, 0.20069, 1.35990], [-2.22399, -0.31327, 2.57241], [-1.74073, -0.83074, 0.92310], [-0.51077, 1.63077, 2.43942], [-1.07771, 1.17403, -2.12293], [-1.54918, -0.88197, -2.88366], [-0.78038, -1.55282, -1.18942]],
  "nbo_charge": [-0.345, -0.563, 1.017, -0.359, -0.589, -0.370, 0.972, -0.354, -0.340, -0.316, 0.197, 0.195, 0.236, 0.210, 0.215, 0.195]
}

{
  "formula": "C4H6ClF",
  "method": "ωB97M-V with the def2-TZVPD basis set",
  "orbital_gap_ha": 0.38960,
  "e_homo_ev": -9.86,
  "e_above_lowest_kcal_mol": 48.1,
  "species": ["C", "C", "Cl", "C", "C", "F", "H", "H", "H", "H", "H", "H"],
  "coordinates": [[0.24511, 1.95526, 0.97572], [0.05397, 1.01697, 0.02521], [0.10661, 1.29954, -1.69657], [0.49161, -0.47397, -0.05378], [-0.58683, -1.41385, -0.45409], [1.49039, -0.71343, -0.87230], [0.49282, 1.66412, 2.08489], [-0.09299, 2.96662, 0.71710], [0.66438, -0.82448, 0.90255], [-0.55112, -2.56868, -0.19074], [-0.86958, -1.64697, -1.54714], [-1.44439, -1.26113, 0.10915]],
  "nbo_charge": [-0.394, -0.048, -0.011, 0.143, -0.658, -0.327, 0.230, 0.228, 0.167, 0.222, 0.233, 0.214]
}

{
  "formula": "C4H6ClFN2",
  "method": "ωB97M-V with the def2-TZVPD basis set",
  "orbital_gap_ha": 0.37982,
  "e_homo_ev": -9.91,
  "e_above_lowest_kcal_mol": 29.7,
  "species": ["F", "C", "C", "N", "N", "C", "C", "Cl", "H", "H", "H", "H", "H", "H"],
  "coordinates": [[2.66059, -2.05468, 2.63586], [2.40878, -1.16887, 1.59826], [0.96852, -0.77509, 1.63690], [0.33427, -0.60275, 0.54182], [-0.99587, -0.21472, 0.75779], [-1.45305, 0.54498, -0.16479], [-0.68112, 1.04945, -1.33757], [-1.78765, 1.51808, -2.67154], [3.04473, -0.30255, 1.76327], [2.64214, -1.65045, 0.67581], [0.49906, -0.61387, 2.62438], [-2.48163, 0.83566, -0.07321], [0.00187, 0.29591, -1.70259], [-0.08899, 1.93959, -1.08818]],
  "nbo_charge": [-0.359, 0.003, 0.089, -0.304, -0.265, 0.100, -0.450, -0.062, 0.179, 0.189, 0.188, 0.201, 0.252, 0.238]
}

{
  "formula": "C4H6ClFOS",
  "method": "ωB97M-V with the def2-TZVPD basis set",
  "orbital_gap_ha": 0.35799,
  "e_homo_ev": -9.25,
  "e_above_lowest_kcal_mol": 26.0,
  "species": ["O", "C", "C", "F", "C", "S", "C", "Cl", "H", "H", "H", "H", "H", "H"],
  "coordinates": [[1.59633, 0.79689, -0.94996], [0.64174, 1.39489, -0.15237], [0.63424, 0.71965, 1.24740], [1.87601, 0.17052, 1.48555], [-0.60432, -0.11310, 1.03093], [-0.24252, -1.89235, 0.56931], [-0.85188, 0.79508, -0.19443], [-1.48691, 0.05803, -1.69907], [2.42824, 0.63495, -0.42628], [0.81373, 2.52812, -0.24787], [0.36922, 1.48349, 2.02847], [-1.48163, -0.15531, 1.78606], [0.09615, -1.43420, -0.69745], [-1.64133, 1.54502, -0.02702]],
  "nbo_charge": [-0.713, 0.065, 0.165, -0.344, -0.380, -0.035, -0.229, -0.028, 0.497, 0.181, 0.174, 0.251, 0.156, 0.241]
}

{
  "formula": "C4H6ClFS",
  "method": "ωB97M-V with the def2-TZVPD basis set",
  "orbital_gap_ha": 0.35132,
  "e_homo_ev": -8.78,
  "e_above_lowest_kcal_mol": 16.9,
  "species": ["C", "C", "S", "C", "C", "F", "Cl", "H", "H", "H", "H", "H", "H"],
  "coordinates": [[-0.91075, -0.01656, 2.19204], [-0.37223, -0.09895, 0.99730], [-0.05406, -1.74413, 0.13798], [1.54362, -1.45669, -0.66534], [-0.03859, 1.14819, 0.22569], [1.27949, 1.31080, -0.00861], [-0.88588, 1.22254, -1.32736], [-1.05374, 0.92471, 2.66762], [-1.15821, -0.85782, 2.77152], [1.58781, -0.66531, -1.39398], [1.78430, -2.42538, -1.11003], [2.23723, -1.13143, 0.14585], [-0.32031, 2.02505, 0.85592]],
  "nbo_charge": [-0.363, -0.162, 0.205, -0.743, 0.153, -0.341, -0.035, 0.202, 0.215, 0.227, 0.233, 0.224, 0.186]
}

{
  "formula": "C4H6ClN",
  "method": "ωB97M-V with the def2-TZVPD basis set",
  "orbital_gap_ha": 0.38464,
  "e_homo_ev": -9.64,
  "e_above_lowest_kcal_mol": 38.3,
  "species": ["C", "C", "C", "N", "C", "Cl", "H", "H", "H", "H", "H", "H"],
  "coordinates": [[0.68186, 2.32308, -0.44565], [0.38336, 1.21487, -0.04440], [0.01349, -0.12741, 0.43895], [1.11904, -1.03772, 0.29190], [-1.21036, -0.66372, -0.28147], [-1.04787, -0.84713, -2.05482], [0.88474, 3.31049, -0.79294], [-0.25591, 0.00635, 1.48420], [2.03044, -0.67766, 0.65298], [0.94345, -1.93433, 0.73424], [-2.04004, 0.05083, -0.09447], [-1.50221, -1.61765, 0.11148]],
  "nbo_charge": [-0.230, -0.005, -0.148, -0.826, -0.356, -0.050, 0.241, 0.202, 0.376, 0.362, 0.223, 0.212]
}